C48H144F2N25O14P8S2V | ωB97M-V/def2-TZVPD

The value obtained for the electronic energy is -245143.5993 eV. The HOMO-LUMO gap is 8.5 eV. The calculation puts the strongest force on any atom at 5.4 eV Å⁻¹. Its LUMO energy is 0.32 eV.

Geometry (Å):
1 O -13.4361 -24.1206 12.3107
2 V -12.8479 -22.7689 12.9126
3 O -11.5793 -23.2795 13.7562
4 N -13.6758 -20.4390 12.4488
5 S -15.1586 -20.2829 11.8647
6 O -16.0993 -19.4616 12.4782
7 O -15.4845 -21.5372 11.4536
8 F -14.8095 -19.3927 10.6664
9 S -13.0981 -19.2206 13.2109
10 O -13.7498 -18.9116 14.4502
11 O -12.4894 -18.1800 12.4266
12 F -11.8793 -20.0473 13.6926
13 O -14.1487 -22.4648 14.5006
14 P -14.3295 -22.6611 16.0172
15 N -14.6293 -24.2919 16.2755
16 C -15.1029 -24.7815 17.5394
17 C -14.6543 -25.3056 15.2018
18 N -15.6269 -21.7920 16.5133
19 C -15.8549 -21.5700 17.9749
20 C -16.1789 -20.9171 15.5013
21 N -12.9961 -22.2727 16.9612
22 C -12.9058 -20.9534 17.6093
23 C -12.0210 -23.2842 17.2832
24 H -14.5171 -24.4471 18.3697
25 H -15.0129 -25.8529 17.5167
26 H -16.1688 -24.4999 17.7202
27 H -15.6518 -25.6823 14.9400
28 H -14.0619 -26.1562 15.4351
29 H -14.2842 -24.8170 14.2284
30 H -16.9028 -21.7529 18.1756
31 H -15.2411 -22.2134 18.5295
32 H -15.5152 -20.5764 18.1838
33 H -15.4396 -20.1734 15.0968
34 H -16.5362 -21.5620 14.7005
35 H -17.1121 -20.4208 15.8675
36 H -11.8897 -20.4285 17.5228
37 H -13.5443 -20.2987 17.0206
38 H -13.1844 -20.9674 18.6479
39 H -12.2130 -24.1350 16.6901
40 H -12.0995 -23.5461 18.3259
41 H -11.0460 -22.9360 16.9573
42 O -17.9226 -26.8230 8.9597
43 P -17.3220 -26.5215 10.2959
44 N -15.7304 -27.0454 10.4055
45 C -15.2656 -27.8579 9.3025
46 C -15.0510 -27.3881 11.5874
47 N -18.3325 -27.1702 11.4277
48 C -18.1481 -26.8256 12.9110
49 C -19.1331 -28.3138 11.1074
50 N -17.2109 -24.8841 10.5532
51 C -15.9124 -24.2370 10.7121
52 C -18.3659 -23.9820 10.7194
53 H -16.0230 -27.6849 8.5476
54 H -15.1313 -28.9255 9.5014
55 H -14.3122 -27.5187 8.8998
56 H -13.9622 -27.2143 11.4808
57 H -15.2038 -28.4740 11.9059
58 H -15.2874 -26.7828 12.4145
59 H -19.1029 -26.7870 13.4070
60 H -17.4375 -27.5394 13.2583
61 H -17.6848 -25.8580 12.9869
62 H -18.5845 -29.2046 11.3969
63 H -20.0496 -28.3779 11.6447
64 H -19.4738 -28.3022 10.0697
65 H -15.7514 -23.9408 11.7649
66 H -15.1479 -24.8988 10.3411
67 H -15.7596 -23.4424 10.0259
68 H -19.1807 -24.3855 10.0901
69 H -18.1154 -22.9663 10.3513
70 H -18.7509 -23.9721 11.7971
71 O -4.8055 -26.8198 9.0012
72 P -5.8828 -27.3449 9.8711
73 N -7.3339 -27.7747 9.1746
74 C -7.5859 -27.2610 7.8622
75 C -8.1058 -28.9048 9.5225
76 N -6.2219 -26.2358 11.0827
77 C -7.4239 -25.8835 11.8523
78 C -5.0002 -25.6302 11.6400
79 N -5.2977 -28.7398 10.6182
80 C -5.5224 -29.0672 11.9636
81 C -4.5185 -29.7137 9.8089
82 H -7.0511 -27.8945 7.1313
83 H -7.2517 -26.2276 7.8665
84 H -8.7047 -27.1467 7.6339
85 H -8.0414 -29.7847 8.8307
86 H -9.1386 -28.4884 9.5222
87 H -7.9332 -29.1726 10.5637
88 H -7.4840 -24.8029 11.7113
89 H -8.3604 -26.2927 11.4272
90 H -7.2937 -26.1587 12.9210
91 H -5.1773 -24.5804 11.8340
92 H -4.7566 -26.1082 12.6106
93 H -4.1719 -25.7721 10.9224
94 H -4.6061 -29.3070 12.5317
95 H -5.9453 -28.2007 12.5180
96 H -6.2008 -29.9579 12.0521
97 H -5.0025 -30.6372 9.4736
98 H -3.7061 -30.1123 10.4476
99 H -4.0870 -29.2197 8.9433
100 O -11.9177 -22.2952 11.2048
101 P -10.9098 -22.0543 10.1560
102 N -9.6173 -21.1401 10.6390
103 C -9.0770 -21.4806 11.8977
104 C -8.7556 -20.3107 9.8144
105 N -11.4389 -21.2790 8.7335
106 C -11.9585 -19.8752 8.9707
107 C -11.1472 -21.6462 7.3701
108 N -10.3273 -23.6753 9.8355
109 C -9.1275 -23.8104 9.0563
110 C -11.2718 -24.8068 9.9192
111 H -9.8303 -22.0326 12.4112
112 H -8.8483 -20.6423 12.6011
113 H -8.1893 -22.1413 11.7605
114 H -8.4231 -19.4713 10.3770
115 H -9.2080 -19.9939 8.8634
116 H -7.8134 -20.8404 9.5983
117 H -12.0279 -19.6741 10.0346
118 H -11.2986 -19.2203 8.4242
119 H -12.9584 -19.7522 8.5366
120 H -12.0053 -21.3650 6.7714
121 H -10.2191 -21.2255 6.9845
122 H -11.0485 -22.7269 7.3450
123 H -9.2710 -24.6132 8.2717
124 H -8.7503 -22.9077 8.5374
125 H -8.3723 -24.2555 9.7439
126 H -10.6971 -25.7064 9.6739
127 H -12.1000 -24.7436 9.2244
128 H -11.6097 -24.8771 10.9672
129 O -11.9356 -27.5559 7.3757
130 P -12.0217 -28.3065 6.1250
131 N -11.3589 -27.3797 4.8909
132 C -10.1147 -26.5868 4.9986
133 C -11.6903 -28.0422 3.6088
134 N -13.5993 -28.7094 5.7472
135 C -14.0194 -29.7840 4.7771
136 C -14.6408 -27.6816 5.8964
137 N -11.2650 -29.7786 6.1427
138 C -11.8055 -30.7769 7.0275
139 C -9.8086 -29.5807 6.1183
140 H -10.1721 -25.5764 4.5266
141 H -9.2119 -27.1296 4.6276
142 H -9.9675 -26.3689 6.0485
143 H -12.0791 -29.0411 3.7017
144 H -10.7619 -28.1192 3.0038
145 H -12.4480 -27.4789 3.0518
146 H -14.2053 -29.4127 3.7981
147 H -13.3196 -30.6398 4.7661
148 H -14.9656 -30.2979 5.0997
149 H -14.8456 -27.1981 4.9186
150 H -15.6121 -28.0796 6.2676
151 H -14.3709 -26.8529 6.5166
152 H -11.5457 -31.7824 6.6701
153 H -11.4821 -30.6177 8.0947
154 H -12.9202 -30.5937 7.0153
155 H -9.4552 -28.7733 6.7220
156 H -9.5449 -29.3814 5.0328
157 H -9.3448 -30.5639 6.3038
158 O -13.9913 -21.5368 5.9150
159 P -14.7326 -22.7523 5.5402
160 N -13.8744 -24.1484 5.5159
161 C -12.8822 -24.2573 4.4585
162 C -13.4587 -24.6622 6.8409
163 N -15.2640 -22.6045 3.9374
164 C -15.0946 -21.3351 3.2321
165 C -15.9993 -23.6387 3.3132
166 N -15.9665 -23.0279 6.6083
167 C -16.5539 -21.9520 7.4277
168 C -16.7439 -24.2924 6.7583
169 H -13.2414 -23.6324 3.6465
170 H -12.8347 -25.3194 4.0489
171 H -11.8738 -23.9243 4.7397
172 H -12.7931 -25.5027 6.7685
173 H -14.2597 -25.0630 7.4840
174 H -13.0207 -23.8445 7.4133
175 H -16.0709 -21.0058 2.8603
176 H -14.8293 -20.6174 3.9901
177 H -14.3810 -21.4066 2.4010
178 H -15.4894 -24.0184 2.3718
179 H -16.0367 -24.5520 3.9858
180 H -17.0216 -23.4452 3.0323
181 H -16.8451 -22.4170 8.3576
182 H -15.7721 -21.1944 7.6455
183 H -17.3422 -21.4214 6.9995
184 H -17.7326 -24.2022 6.3239
185 H -16.8060 -24.6017 7.7964
186 H -16.1584 -25.0157 6.1951
187 O -8.6331 -22.6065 15.6775
188 P -7.4008 -22.1539 16.3242
189 N -7.3299 -20.5610 16.7739
190 C -7.9263 -20.1699 18.1047
191 C -7.5947 -19.5736 15.7282
192 N -6.2300 -22.2636 15.1613
193 C -4.8406 -21.8376 15.3261
194 C -6.2369 -23.4247 14.2955
195 N -7.0517 -23.0584 17.6293
196 C -5.8662 -22.8912 18.5254
197 C -8.1171 -24.0682 18.0520
198 H -7.5882 -19.1497 18.2906
199 H -7.5867 -20.8589 18.9085
200 H -8.9950 -20.2454 18.0865
201 H -8.6730 -19.5484 15.5330
202 H -7.1190 -19.8779 14.8020
203 H -7.2379 -18.6099 16.0695
204 H -4.2438 -22.5951 15.8810
205 H -4.3630 -21.6787 14.3633
206 H -4.7454 -20.9502 15.9567
207 H -7.1604 -24.0122 14.3623
208 H -6.1844 -23.0256 13.2464
209 H -5.4218 -24.1647 14.4731
210 H -5.3780 -21.9260 18.3540
211 H -6.2127 -22.7662 19.5661
212 H -5.1471 -23.6795 18.3654
213 H -8.3171 -23.8198 19.0744
214 H -7.7040 -25.0601 18.0009
215 H -9.0053 -23.9651 17.3958
216 O -7.4223 -28.1492 14.7938
217 P -8.8168 -28.4306 15.1956
218 N -9.8832 -27.2402 15.4731
219 C -11.3029 -27.3473 15.5757
220 C -9.3130 -26.0073 16.0252
221 N -8.7203 -29.3543 16.6319
222 C -9.9372 -29.7727 17.2564
223 C -7.7791 -30.4144 16.7951
224 N -9.7924 -29.2864 14.1345
225 C -9.7752 -28.7469 12.7231
226 C -9.8926 -30.7087 14.1742
227 H -11.7186 -28.3551 15.5773
228 H -11.7668 -26.8675 14.7439
229 H -11.7159 -26.8226 16.3665
230 H -8.2253 -25.8621 15.9145
231 H -9.6187 -25.8586 17.0981
232 H -9.6673 -25.1870 15.4658
233 H -10.8089 -29.1389 17.0815
234 H -10.1991 -30.7610 16.9242
235 H -9.6877 -29.8856 18.3474
236 H -6.8049 -30.1718 16.3661
237 H -7.6876 -30.6557 17.8759
238 H -8.2083 -31.3607 16.4096
239 H -10.5673 -29.1717 12.0986
240 H -9.8882 -27.7079 12.7095
241 H -8.7892 -28.9992 12.2477
242 H -10.8840 -30.9668 13.7210
243 H -9.9210 -31.1073 15.2196
244 H -9.0597 -31.1839 13.5916

Atomic forces in eV per Å
O 0.0 0.9 0.6
V 0.9 -1.4 0.6
O -1.2 0.9 -0.7
N -1.7 -0.7 -0.3
S 2.6 2.9 0.7
O -1.5 1.1 2.3
O -1.6 -4.8 -2.0
F 0.4 0.4 -2.1
S 1.8 1.5 1.5
O -0.3 0.5 -0.6
O -1.1 -0.5 0.2
F 1.7 -0.7 0.7
O 0.2 -0.1 0.8
P 0.9 -1.0 -1.0
N 0.5 0.0 -1.0
C -1.1 0.3 -0.1
C -0.1 2.3 -2.1
N 1.0 -0.4 1.0
C -0.4 0.6 -2.5
C -1.1 1.1 -0.5
N -1.5 0.4 -0.1
C 1.3 0.6 -1.5
C 0.3 0.9 -0.2
H 0.5 0.4 0.6
H -0.2 -0.5 0.1
H 0.6 -0.3 0.0
H -0.2 0.3 0.4
H 0.8 -0.7 0.4
H -0.4 -1.0 1.6
H -0.1 0.2 0.3
H 0.7 -1.1 0.8
H -0.4 0.8 0.5
H -0.9 -0.6 0.5
H 0.1 0.3 -0.4
H 0.9 -0.2 0.0
H -1.1 -1.3 0.0
H -0.2 0.3 0.3
H -0.2 -0.1 0.5
H -0.2 -1.1 -0.6
H 0.4 -0.1 0.6
H 0.4 0.1 0.4
O 0.6 -0.2 0.5
P -1.0 0.8 -1.6
N -0.6 -0.8 -0.7
C -0.2 0.5 -1.2
C 1.3 -1.4 1.0
N 0.0 1.9 2.0
C 0.0 -0.4 -2.9
C 0.2 -0.6 -0.3
N 0.4 0.4 0.5
C 0.0 -0.9 0.6
C -0.6 -1.1 0.3
H 0.1 -0.6 -0.5
H -0.4 0.0 0.4
H 0.3 0.3 0.2
H -0.3 -0.3 -0.2
H 0.2 1.0 -0.4
H -0.7 0.9 1.1
H -0.3 -0.4 0.3
H 0.2 -0.7 1.1
H 0.2 0.5 -0.1
H 0.0 -0.7 -0.5
H -0.8 0.5 1.0
H 0.7 -0.1 0.0
H 0.2 0.0 -0.7
H 0.3 -0.5 0.6
H -0.5 1.4 -0.3
H 0.2 0.3 0.3
H -0.1 -0.6 0.5
H 0.6 0.3 -1.3
O -0.8 -0.1 -0.6
P 0.7 -0.3 1.3
N 1.2 0.8 -0.1
C -1.1 0.8 -0.5
C -1.6 -0.2 0.5
N 0.4 -0.5 -0.4
C 0.3 -0.2 -0.7
C 0.0 -0.8 0.1
N 0.4 0.0 -1.9
C -0.8 -0.4 1.9
C 0.4 0.2 1.0
H -0.5 0.5 -0.2
H 0.5 0.0 -0.6
H 1.4 -0.6 0.5
H 0.1 0.6 0.5
H 0.1 -0.9 -0.2
H 0.3 -0.4 -0.3
H -0.4 0.2 0.6
H 0.6 -0.1 0.2
H -0.3 0.1 -0.5
H 0.0 0.4 -0.1
H 0.1 0.2 -0.3
H -0.4 0.2 0.5
H 0.0 -0.1 -0.4
H -0.1 -0.7 -0.4
H 0.3 0.6 0.3
H -0.8 0.3 0.1
H -0.1 0.5 -0.2
H 0.0 0.1 0.0
O -1.2 0.9 1.1
P 1.9 -1.6 -3.4
N -1.0 0.6 -0.9
C 1.2 -0.5 1.5
C 0.2 -0.9 -0.8
N -0.3 0.4 2.9
C -0.1 -1.6 -0.8
C -0.2 -0.6 0.4
N -1.6 3.2 -0.1
C 0.8 -2.0 -0.5
C 1.0 0.1 0.7
H -0.3 -0.7 0.7
H 0.0 -0.3 -0.9
H -0.3 0.4 0.4
H -0.1 1.0 0.5
H 0.0 -0.2 0.5
H -0.2 -0.2 -0.2
H 0.2 0.2 0.1
H 0.3 0.7 0.2
H 0.1 -0.3 0.1
H 0.0 0.0 -0.4
H 0.2 0.3 0.0
H 0.0 -0.2 -0.2
H 0.1 0.9 0.5
H -0.3 -0.3 0.6
H 0.2 0.6 -0.7
H -0.2 0.0 0.0
H -0.3 0.1 -0.1
H -0.2 -0.1 -0.6
O 0.1 0.7 1.2
P -0.6 0.4 -0.3
N -0.3 -1.2 -0.5
C -0.3 0.0 -0.1
C 1.3 1.2 -0.8
N -0.7 -0.7 -0.9
C -0.2 -0.9 2.1
C -0.7 -0.1 -1.1
N 0.5 0.6 -0.6
C -1.1 0.4 1.1
C -0.2 -1.6 -2.6
H -0.2 -0.9 -0.1
H -0.7 0.3 0.1
H 0.0 -0.1 0.3
H 0.1 -0.3 0.4
H -0.6 0.1 0.1
H 0.2 0.1 -0.1
H 0.0 0.4 -0.9
H 0.1 0.8 -0.2
H 0.6 0.9 0.1
H 0.0 -0.3 0.1
H 0.8 -0.1 -0.2
H 0.5 -0.1 0.6
H -0.2 0.2 0.2
H -0.1 -0.3 -0.8
H 1.1 -0.7 0.2
H 0.3 0.2 0.7
H 0.0 0.0 1.2
H 0.0 0.6 0.4
O 0.1 0.6 0.1
P -1.1 0.7 -0.5
N 0.1 -1.3 0.7
C -0.2 -1.3 -0.8
C -0.4 0.5 0.3
N 0.4 0.7 1.0
C -0.9 -0.5 0.3
C 0.8 -2.8 -0.5
N -1.0 -0.4 0.6
C 3.0 -0.2 0.5
C 1.5 0.7 -1.0
H 0.3 0.1 -0.2
H 0.1 1.2 0.7
H -0.2 -0.1 0.2
H 0.7 -0.1 -0.4
H -0.3 0.4 -0.5
H 0.3 -0.1 0.1
H 0.1 -0.1 -0.3
H 0.6 0.4 -0.1
H 0.0 0.1 0.2
H -0.4 0.4 0.8
H 0.1 1.1 -0.7
H -0.5 0.6 0.0
H -0.3 0.1 0.4
H -0.4 -0.5 0.0
H -1.7 0.5 -1.0
H -0.3 0.0 0.0
H -0.1 0.0 0.2
H -0.4 -0.5 0.1
O -1.4 -0.4 0.0
P 0.4 0.5 -0.9
N 0.1 0.1 1.4
C 1.4 -0.9 -0.8
C -0.6 -0.6 0.2
N 1.7 0.0 0.0
C 0.1 -0.1 1.3
C -0.6 -0.4 -1.3
N -0.3 -1.0 1.4
C -1.5 0.9 -0.4
C 1.3 1.6 -0.6
H -0.2 -0.1 0.3
H 0.0 0.6 -0.6
H -0.8 0.3 -0.1
H 0.0 0.3 -0.1
H 0.2 0.1 0.0
H 0.1 0.3 -0.1
H -0.2 0.0 -0.4
H -0.1 0.1 -0.1
H -0.3 0.2 -0.4
H 0.0 0.5 0.1
H 0.2 -0.7 0.7
H -0.2 0.7 0.0
H 0.0 -0.2 -0.5
H 0.2 -0.7 -0.2
H 0.2 -0.4 0.3
H -0.6 -0.1 0.7
H 0.1 -0.4 0.0
H 0.8 0.1 0.6
O -0.4 0.7 -0.2
P 0.0 -2.2 0.7
N 1.9 1.2 0.9
C -0.4 -0.9 -1.9
C -0.2 0.0 1.1
N -0.6 1.0 -1.2
C -0.2 0.2 1.7
C 0.5 -0.9 0.5
N 0.1 1.0 -1.3
C 1.1 -2.2 0.6
C -0.3 -1.2 -0.2
H 0.5 0.0 0.0
H -0.4 0.4 -1.1
H -0.3 1.0 2.3
H -0.3 -0.9 0.2
H 0.3 -0.4 -1.0
H -0.9 1.2 -0.6
H 0.5 0.1 0.3
H -0.4 -0.7 0.0
H -0.7 0.3 -0.7
H -0.2 -0.2 0.0
H 0.3 0.5 -0.4
H 0.5 0.2 -0.3
H 0.0 -0.2 0.4
H -0.1 1.7 0.2
H -0.8 0.2 0.4
H 0.8 -0.2 0.2
H 0.2 0.4 -1.2
H -0.7 0.0 0.5